No. 1
The following is a quantum chemistry calculation of C25H15CrN4O11Te as an isolated structure, from the OMol25 dataset.

Cartesian coordinates (Å):
Cr: -0.2848 2.4349 -1.0840
O: 2.9522 2.0908 1.2197
C: 2.0175 2.5201 0.5818
O: 1.5330 1.9150 -0.4972
C: 1.2343 3.7511 0.9244
C: 1.5722 4.7586 1.8010
C: 0.7020 5.8386 1.9273
C: -0.4771 5.8699 1.1939
C: -0.7471 4.8170 0.3424
N: 0.1054 3.8007 0.2095
C: -2.0130 4.5647 -0.4778
O: -2.9600 5.3062 -0.4079
O: -1.8955 3.4748 -1.1801
H: 2.4901 4.6950 2.3678
H: 0.9446 6.6477 2.6027
H: -1.1871 6.6822 1.2595
Te: 1.4046 -0.4501 0.2877
C: 3.0221 -1.2487 -0.8397
C: 2.8370 -2.2814 -1.7541
C: 3.9351 -2.8497 -2.3764
C: 5.2137 -2.3850 -2.0905
C: 5.3940 -1.3349 -1.2030
C: 4.2982 -0.7671 -0.5677
C: 0.5932 -2.3712 0.6523
C: -0.5493 -2.9193 0.0903
C: -1.0738 -4.0939 0.6114
C: -0.4513 -4.7238 1.6781
C: 0.7043 -4.1870 2.2289
C: 1.2191 -3.0057 1.7231
H: 1.8360 -2.6352 -1.9687
H: 3.7972 -3.6553 -3.0857
H: 6.0729 -2.8525 -2.5536
H: 6.3877 -0.9517 -1.0111
H: 4.4241 0.0404 0.1448
H: -1.0228 -2.4427 -0.7583
H: -1.9806 -4.5087 0.1903
H: -0.8688 -5.6359 2.0837
H: 1.1872 -4.6768 3.0640
H: 2.1117 -2.5573 2.1526
O: -6.2953 -1.1473 -1.2618
N: -5.3015 -0.8282 -1.8877
O: -5.2519 -0.7043 -3.0985
C: -4.0805 -0.5744 -1.1366
C: -4.0604 -0.7989 0.2269
C: -2.9159 -0.5503 0.9619
C: -1.7700 0.0050 0.3467
O: -0.7097 0.4524 0.9294
C: -1.8270 0.1134 -1.0699
C: -2.9424 -0.1358 -1.8146
N: -0.5761 0.6111 -1.5819
O: -0.5913 1.3681 -2.6571
O: 0.4501 -0.3229 -1.4975
N: -2.9059 -0.8945 2.3767
O: -3.9819 -0.9898 2.9419
O: -1.8269 -1.0962 2.8999
H: -4.9387 -1.1799 0.7275
H: -2.9531 -0.0013 -2.8867

For the LUMO energy (spin up / spin down), the calculation gives -1.5 / -1.3 eV. The calculation puts the energy at -3320.621178 Ha. Its multiplicity is 4. The gap between HOMO and LUMO (spin up / spin down) is 7.472 / 7.632 eV. The energy above the lowest of the compared OMol25 structures with the same formula, charge and spin is 145.7 kJ/mol. Its expectation value of S² is 3.864.

No. 2
The following is a quantum chemistry calculation of C25H16F5MnN5O3S2Te as an isolated structure, from the OMol25 dataset.

Cartesian coordinates (Å):
Mn: -0.0937 -0.5115 -0.4716
O: 0.5097 2.7590 -2.0772
C: 0.9250 1.6537 -1.9348
N: 0.1257 0.4646 -2.1630
C: -0.6609 0.2881 -3.1641
C: -0.6420 0.9609 -4.4340
C: -1.6124 0.6361 -5.3004
C: -2.6462 -0.3642 -4.9952
C: -2.7027 -1.0446 -3.8398
C: -1.6894 -0.7393 -2.8542
N: -1.5581 -1.1615 -1.6377
C: -2.5594 -2.0424 -1.0254
O: -3.1788 -2.8479 -1.6348
C: -2.6702 -1.6673 0.3904
C: -3.7576 -2.0071 1.1577
C: -3.8309 -1.4829 2.4431
C: -2.8176 -0.6518 2.8792
C: -1.7403 -0.3766 2.0487
N: -1.6632 -0.8901 0.8208
C: 2.1991 1.2003 -1.3568
C: 3.3763 1.9032 -1.3930
C: 4.5121 1.2688 -0.8971
C: 4.3971 -0.0170 -0.4069
C: 3.1515 -0.6358 -0.3698
N: 2.0633 -0.0302 -0.8311
H: 0.1116 1.7029 -4.6549
H: -1.6570 1.1256 -6.2647
H: -3.3949 -0.5523 -5.7540
H: -3.4631 -1.7828 -3.6464
H: -4.5253 -2.6445 0.7407
H: -4.6757 -1.7071 3.0802
H: -2.8460 -0.1963 3.8590
H: -0.9447 0.2738 2.3661
H: 3.3975 2.9045 -1.8014
H: 5.4704 1.7702 -0.9090
H: 5.2604 -0.5553 -0.0414
H: 3.0421 -1.6337 0.0269
S: 0.4354 -2.7897 -0.6436
C: 1.0159 -2.3896 0.9326
N: 0.8524 -1.1234 1.1852
C: 1.4282 -0.7189 2.3979
C: 1.5076 0.5682 2.9263
C: 2.1337 0.7190 4.1487
C: 2.6734 -0.3758 4.8327
C: 2.6184 -1.6487 4.3004
C: 1.9941 -1.8074 3.0670
S: 1.8231 -3.2854 2.1392
H: 1.0972 1.4146 2.3933
H: 2.2095 1.7061 4.5842
H: 3.1481 -0.2233 5.7923
H: 3.0536 -2.4909 4.8211
F: -1.3400 3.1824 1.8910
Te: -1.2419 2.7407 0.0911
F: -1.9704 4.2679 -0.5731
F: 0.3144 3.7345 0.2562
F: -1.9165 1.9798 -1.5026
F: -2.8536 1.9589 0.6378
O: -0.1942 1.2117 0.3684

For the LUMO energy (spin up / spin down), the calculation gives -8.8 / -8.7 eV. The calculation puts the energy at -4175.939148 Ha. Its multiplicity is 2. The gap between HOMO and LUMO (spin up / spin down) is 5.660 / 5.687 eV. Its charge is +2. The energy above the lowest of the compared OMol25 structures with the same formula, charge and spin is 21.0 kJ/mol. Its expectation value of S² is 0.830.

No. 3
The following is a quantum chemistry calculation of C25H17Br2N4O3PtS2 as an isolated structure, from the OMol25 dataset.

Cartesian coordinates (Å):
Pt: -0.7659 -1.1930 -1.5075
Br: -3.6160 1.8286 2.2816
C: -1.7542 1.8717 2.0244
C: -0.8883 2.2892 3.0466
C: 0.4747 2.3746 2.8604
Br: 1.5569 2.9933 4.2953
C: 1.0913 2.0160 1.6405
C: 2.4436 2.0814 1.2245
C: 2.7463 1.7069 -0.0858
C: 1.7971 1.2586 -0.9828
N: 0.5065 1.1795 -0.5805
C: 0.1821 1.5783 0.6802
C: -1.1997 1.5344 0.8093
O: -1.7702 1.1980 -0.3427
H: -1.3114 2.5643 4.0028
H: 3.2115 2.4317 1.8981
H: 3.7689 1.7638 -0.4353
H: 2.0188 0.9282 -1.9848
C: -0.7269 0.7777 -1.3113
C: -0.8820 1.6163 -2.5634
C: -1.6290 2.7927 -2.5701
C: -1.7238 3.5617 -3.7217
C: -1.0611 3.1779 -4.8783
C: -0.3113 2.0094 -4.8785
C: -0.2321 1.2301 -3.7346
H: -2.1525 3.0941 -1.6733
H: -2.3188 4.4669 -3.7129
H: -1.1361 3.7792 -5.7761
H: 0.1980 1.6910 -5.7800
H: 0.3063 0.2893 -3.7343
N: 2.8883 -0.4409 3.8256
C: 1.7435 -0.9593 3.2068
C: 0.5184 -0.9636 3.8685
C: -0.6037 -1.5094 3.2656
C: -0.5149 -2.0711 2.0015
C: 0.7057 -2.0730 1.3359
C: 1.8237 -1.5206 1.9321
S: -1.9889 -2.7211 1.2390
O: -2.8685 -3.0568 2.3295
O: -2.4836 -1.7157 0.3092
N: -1.5375 -4.0684 0.5304
C: -1.0789 -4.1935 -0.7081
S: -0.7817 -5.8473 -1.2266
C: -0.2561 -5.2884 -2.7772
C: -0.3247 -3.9455 -2.8117
N: -0.7763 -3.3202 -1.6669
H: 2.6799 0.2892 4.4912
H: 3.5793 -0.1219 3.1632
H: 0.4451 -0.5325 4.8608
H: -1.5565 -1.5231 3.7786
H: 0.7851 -2.5032 0.3461
H: 2.7732 -1.5269 1.4083
H: 0.0666 -5.9546 -3.5583
H: -0.0600 -3.3241 -3.6533

For the LUMO energy, the calculation gives 1.5 eV. The calculation puts the energy at -7471.363577 Ha. The gap between HOMO and LUMO is 4.373 eV. Its charge is -1. The energy above the lowest of the compared OMol25 structures with the same formula, charge and spin is 48.3 kJ/mol.

No. 4
The following is a quantum chemistry calculation of C25H17Cl4CoN4O2S as an isolated structure, from the OMol25 dataset.

Cartesian coordinates (Å):
Co: 0.0229 -0.1061 0.6387
Cl: 6.5402 1.4361 1.2430
C: 5.0257 0.8802 0.6208
C: 3.9264 0.8765 1.4701
C: 2.7045 0.4348 0.9854
N: 1.4963 0.3928 1.6854
C: 1.3515 0.5642 3.0069
O: 2.2040 0.7362 3.8651
C: -0.1127 0.5203 3.3734
C: -0.5193 0.9667 4.6160
C: -1.8703 0.9864 4.9099
C: -2.7615 0.5446 3.9474
C: -2.2724 0.1063 2.7312
N: -0.9720 0.0790 2.4297
C: 2.5868 0.0012 -0.3598
C: 3.6935 0.0056 -1.1954
C: 4.9116 0.4485 -0.6943
Cl: 6.2820 0.4434 -1.7491
N: 1.2884 -0.3868 -0.7012
C: 0.9332 -1.0507 -1.8153
O: 1.6366 -1.4436 -2.7324
C: -0.5604 -1.2709 -1.8279
C: -1.1707 -1.8392 -2.9284
C: -2.5468 -1.9759 -2.9302
C: -3.2576 -1.5259 -1.8311
C: -2.5689 -0.9701 -0.7686
N: -1.2425 -0.8511 -0.7441
H: 4.0286 1.2006 2.4927
H: 0.2425 1.2935 5.3095
H: -2.2248 1.3459 5.8668
H: -3.8274 0.5421 4.1252
H: -2.9561 -0.2531 1.9828
H: 3.6159 -0.3402 -2.2133
H: -0.5429 -2.1473 -3.7523
H: -3.0592 -2.4113 -3.7778
H: -4.3355 -1.5920 -1.7920
H: -3.1090 -0.5902 0.0808
Cl: 0.5514 -2.7253 1.3458
C: -0.6120 -3.2551 2.5725
Cl: -2.2558 -3.3458 1.9290
H: -0.5963 -2.5387 3.3855
H: -0.3186 -4.2440 2.9025
S: -0.4024 1.9695 0.1074
C: -0.6232 1.8380 -1.6498
C: 0.4723 1.9743 -2.5003
C: 0.3096 1.8829 -3.8738
C: -0.9503 1.6593 -4.4144
C: -2.0462 1.5279 -3.5728
C: -1.8829 1.6148 -2.1973
H: 1.4541 2.1354 -2.0708
H: 1.1699 1.9844 -4.5228
H: -1.0776 1.5914 -5.4870
H: -3.0321 1.3582 -3.9869
H: -2.7407 1.5222 -1.5346

For the LUMO energy (spin up / spin down), the calculation gives -0.9 / -0.9 eV. The calculation puts the energy at -4954.217937 Ha. The gap between HOMO and LUMO (spin up / spin down) is 6.546 / 6.544 eV.

Repeat the fourth record exactly.
The following is a quantum chemistry calculation of C25H17Cl4CoN4O2S as an isolated structure, from the OMol25 dataset.

Cartesian coordinates (Å):
Co: 0.0229 -0.1061 0.6387
Cl: 6.5402 1.4361 1.2430
C: 5.0257 0.8802 0.6208
C: 3.9264 0.8765 1.4701
C: 2.7045 0.4348 0.9854
N: 1.4963 0.3928 1.6854
C: 1.3515 0.5642 3.0069
O: 2.2040 0.7362 3.8651
C: -0.1127 0.5203 3.3734
C: -0.5193 0.9667 4.6160
C: -1.8703 0.9864 4.9099
C: -2.7615 0.5446 3.9474
C: -2.2724 0.1063 2.7312
N: -0.9720 0.0790 2.4297
C: 2.5868 0.0012 -0.3598
C: 3.6935 0.0056 -1.1954
C: 4.9116 0.4485 -0.6943
Cl: 6.2820 0.4434 -1.7491
N: 1.2884 -0.3868 -0.7012
C: 0.9332 -1.0507 -1.8153
O: 1.6366 -1.4436 -2.7324
C: -0.5604 -1.2709 -1.8279
C: -1.1707 -1.8392 -2.9284
C: -2.5468 -1.9759 -2.9302
C: -3.2576 -1.5259 -1.8311
C: -2.5689 -0.9701 -0.7686
N: -1.2425 -0.8511 -0.7441
H: 4.0286 1.2006 2.4927
H: 0.2425 1.2935 5.3095
H: -2.2248 1.3459 5.8668
H: -3.8274 0.5421 4.1252
H: -2.9561 -0.2531 1.9828
H: 3.6159 -0.3402 -2.2133
H: -0.5429 -2.1473 -3.7523
H: -3.0592 -2.4113 -3.7778
H: -4.3355 -1.5920 -1.7920
H: -3.1090 -0.5902 0.0808
Cl: 0.5514 -2.7253 1.3458
C: -0.6120 -3.2551 2.5725
Cl: -2.2558 -3.3458 1.9290
H: -0.5963 -2.5387 3.3855
H: -0.3186 -4.2440 2.9025
S: -0.4024 1.9695 0.1074
C: -0.6232 1.8380 -1.6498
C: 0.4723 1.9743 -2.5003
C: 0.3096 1.8829 -3.8738
C: -0.9503 1.6593 -4.4144
C: -2.0462 1.5279 -3.5728
C: -1.8829 1.6148 -2.1973
H: 1.4541 2.1354 -2.0708
H: 1.1699 1.9844 -4.5228
H: -1.0776 1.5914 -5.4870
H: -3.0321 1.3582 -3.9869
H: -2.7407 1.5222 -1.5346

For the LUMO energy (spin up / spin down), the calculation gives -0.9 / -0.9 eV. The calculation puts the energy at -4954.217937 Ha. The gap between HOMO and LUMO (spin up / spin down) is 6.546 / 6.544 eV.

Look up the energy of the second one. -4175.939148 Ha